Entry 1:
C48H106CdN6O25 | wB97M-V/def2-TZVPD

Output
- Energy: -116169.651 eV
- Max |F|: 0.17194 hartree/bohr
- 2S+1: 2
- Net charge: -1

Cartesian coordinates (Å):
O 11.743 -6.751 16.299
H 12.416 -6.803 16.982
H 11.930 -5.990 15.746
H 11.675 -7.577 15.814
O 14.703 -3.666 15.934
H 14.788 -2.710 15.935
H 15.310 -4.136 16.510
H 14.622 -4.076 15.069
Cd 15.257 -8.827 9.564
C 16.979 -9.917 14.451
C 16.543 -9.998 13.154
C 15.191 -9.347 12.801
O 14.613 -9.551 11.652
C 14.371 -8.708 13.660
C 14.855 -8.450 14.967
C 16.198 -9.165 15.365
O 16.453 -8.999 16.571
O 14.311 -7.783 15.846
O 17.284 -10.550 12.290
H 17.935 -10.341 14.720
H 13.439 -8.289 13.312
C 12.046 -6.227 12.600
C 12.374 -6.684 11.384
C 13.707 -6.236 10.715
O 14.334 -6.841 9.727
C 14.571 -5.344 11.304
C 14.304 -4.892 12.715
C 12.946 -5.401 13.416
O 12.759 -4.972 14.588
O 14.950 -4.048 13.296
O 11.564 -7.528 10.839
H 11.082 -6.434 13.040
H 15.429 -4.945 10.784
O 13.445 -9.476 8.864
H 13.117 -10.344 8.627
H 12.659 -8.971 9.070
O 8.742 -5.816 12.141
H 8.795 -5.734 13.094
H 9.404 -6.471 11.920
O 17.543 -3.934 12.909
H 16.626 -4.186 13.018
H 18.018 -4.480 13.536
C 9.761 -5.128 9.021
O 10.361 -4.056 8.379
C 11.753 -4.227 8.203
C 12.458 -2.885 8.024
N 12.146 -2.143 6.830
C 11.857 -0.687 6.947
C 11.731 -0.177 5.526
O 10.844 -0.869 4.697
C 10.647 -0.476 3.293
H 8.743 -4.771 9.176
H 10.170 -5.272 10.021
H 9.851 -6.108 8.553
H 11.996 -4.843 7.338
H 12.092 -4.627 9.159
H 13.525 -3.101 8.070
H 12.192 -2.363 8.943
H 11.403 -2.564 6.292
H 12.657 -0.027 7.280
H 10.850 -0.440 7.283
H 12.700 -0.099 5.034
H 11.310 0.816 5.688
H 9.933 -1.107 2.763
H 11.596 -0.506 2.759
H 10.248 0.529 3.157
C 15.269 -7.543 6.658
O 15.896 -8.220 7.779
C 17.331 -8.250 7.691
C 17.975 -8.768 8.996
N 17.204 -8.376 10.241
C 17.583 -7.041 10.790
C 19.083 -6.703 10.857
O 20.021 -7.699 11.281
C 21.330 -7.165 11.382
H 14.190 -7.689 6.612
H 15.666 -7.816 5.679
H 15.470 -6.473 6.714
H 17.640 -7.206 7.642
H 17.619 -8.864 6.838
H 19.003 -8.406 8.986
H 17.976 -9.856 9.062
H 17.584 -9.038 10.903
H 17.276 -7.025 11.835
H 17.137 -6.164 10.321
H 19.113 -5.813 11.486
H 19.377 -6.284 9.894
H 21.943 -7.904 11.898
H 21.403 -6.209 11.900
H 21.635 -6.990 10.350
C 16.897 -3.763 8.249
O 18.056 -2.974 8.049
C 19.087 -3.228 9.049
C 20.388 -2.421 8.564
N 20.620 -2.567 7.096
C 21.099 -3.920 6.768
C 22.522 -4.403 7.286
O 22.540 -4.650 8.770
C 23.905 -4.893 9.321
H 16.484 -3.439 9.204
H 17.357 -4.749 8.316
H 16.117 -3.688 7.492
H 19.342 -4.263 8.824
H 18.731 -3.236 10.079
H 21.252 -2.714 9.159
H 20.281 -1.339 8.648
H 19.666 -2.355 6.842
H 21.076 -3.956 5.678
H 20.311 -4.658 6.915
H 23.300 -3.781 6.844
H 22.745 -5.360 6.814
H 23.828 -5.199 10.364
H 24.597 -4.072 9.130
H 24.390 -5.750 8.854
C 14.252 -13.016 12.447
O 13.177 -12.719 11.549
C 11.940 -12.587 12.288
C 10.836 -12.475 11.199
N 10.802 -11.269 10.458
C 9.514 -10.966 9.838
C 9.252 -11.208 8.386
O 9.556 -9.939 7.721
C 9.320 -9.886 6.307
H 14.336 -12.317 13.279
H 15.214 -13.079 11.938
H 14.079 -14.027 12.816
H 11.785 -11.808 13.035
H 11.664 -13.532 12.757
H 9.870 -12.469 11.704
H 10.769 -13.352 10.554
H 11.102 -10.461 10.984
H 9.411 -9.904 10.060
H 8.674 -11.403 10.378
H 8.208 -11.479 8.233
H 9.732 -12.083 7.948
H 10.004 -9.133 5.913
H 8.292 -9.549 6.179
H 9.472 -10.826 5.777
C 17.971 1.438 13.178
O 17.708 0.851 14.442
C 16.429 0.232 14.533
C 16.130 -1.097 13.800
N 14.790 -1.493 13.935
C 13.842 -0.618 13.324
C 13.674 -0.861 11.797
O 14.830 -0.364 11.057
C 14.730 -0.802 9.742
H 17.603 0.896 12.307
H 19.035 1.589 12.998
H 17.387 2.359 13.161
H 15.653 0.958 14.292
H 16.285 -0.106 15.559
H 16.702 -1.910 14.249
H 16.362 -1.161 12.737
H 14.719 -2.410 13.517
H 13.780 0.462 13.451
H 12.877 -0.835 13.782
H 12.763 -0.379 11.441
H 13.698 -1.927 11.570
H 14.828 -1.874 9.575
H 15.508 -0.307 9.161
H 13.781 -0.585 9.252
C 9.082 -4.575 15.031
O 8.981 -6.006 14.904
C 8.173 -6.478 16.025
C 7.537 -7.868 15.734
N 8.542 -8.868 15.727
C 7.928 -10.177 15.822
C 7.300 -10.486 17.211
O 8.242 -10.773 18.191
C 7.727 -11.257 19.449
H 9.590 -4.154 15.898
H 8.195 -4.003 14.757
H 9.841 -4.244 14.322
H 7.288 -5.859 16.172
H 8.841 -6.599 16.878
H 6.988 -7.744 14.800
H 6.746 -8.028 16.468
H 9.152 -8.819 16.530
H 8.826 -10.783 15.699
H 7.253 -10.457 15.014
H 6.663 -11.357 17.053
H 6.667 -9.649 17.506
H 8.536 -11.094 20.160
H 7.654 -12.321 19.228
H 6.768 -10.885 19.810

***

Entry 2:
C43H47AgAsGeN4S | wB97M-V/def2-TZVPD

Output
- Energy: -183499.700 eV
- Energy above the lowest of the compared OMol25 structures with the same formula, charge and spin: 0.0 kJ/mol
- Max |F|: 0.02023 hartree/bohr
- Net charge: +1

Cartesian coordinates (Å):
Ag 0.206 -0.072 0.774
N 3.228 -0.477 2.783
C 2.073 -0.974 3.376
C 2.254 -1.552 4.648
C 1.175 -2.069 5.314
C -0.084 -2.007 4.717
C -0.178 -1.424 3.480
N 0.877 -0.914 2.805
C 3.565 0.110 1.568
C 4.895 0.552 1.441
C 5.307 1.079 0.242
C 4.402 1.164 -0.814
C 3.118 0.729 -0.590
N 2.692 0.219 0.578
H 4.022 -0.555 3.398
H 3.243 -1.583 5.087
H 1.306 -2.515 6.291
H -0.967 -2.398 5.200
H -1.135 -1.343 2.979
H 5.579 0.469 2.276
H 6.327 1.420 0.125
H 4.680 1.564 -1.778
H 2.372 0.791 -1.373
S -0.993 -0.556 -1.347
C -0.186 0.745 -2.312
C 0.105 0.483 -3.647
C 0.683 1.457 -4.444
C 0.942 2.712 -3.917
C 0.613 2.987 -2.599
C 0.048 2.017 -1.774
As -0.383 2.419 0.099
C -2.196 3.081 -0.117
C -2.787 3.282 -1.359
C -4.076 3.794 -1.434
C -4.778 4.100 -0.278
C -4.191 3.891 0.963
C -2.904 3.379 1.044
C 0.597 4.069 0.337
C 0.051 5.321 0.078
C 0.827 6.462 0.243
C 2.145 6.355 0.661
C 2.690 5.106 0.928
C 1.915 3.965 0.775
H -0.132 -0.481 -4.073
H 0.916 1.236 -5.477
H 1.388 3.483 -4.532
H 0.810 3.978 -2.208
H -2.248 3.059 -2.271
H -4.531 3.952 -2.404
H -5.782 4.497 -0.341
H -4.735 4.128 1.868
H -2.454 3.217 2.017
H -0.977 5.415 -0.250
H 0.398 7.435 0.044
H 2.746 7.246 0.784
H 3.715 5.019 1.264
H 2.344 2.993 1.002
C 3.394 -4.181 -0.778
C 3.317 -4.360 -2.288
C 1.941 -4.105 -2.899
C 1.431 -2.666 -2.705
Ge 0.444 -2.345 -1.051
C -0.866 -3.712 -0.555
C -0.312 -4.940 0.168
C 0.279 -4.631 1.540
C 0.779 -5.884 2.245
H 4.383 -4.446 -0.406
H 2.670 -4.814 -0.257
H 3.207 -3.147 -0.477
H 3.634 -5.371 -2.551
H 4.034 -3.687 -2.770
H 1.215 -4.825 -2.509
H 2.007 -4.307 -3.970
H 0.754 -2.400 -3.521
H 2.269 -1.965 -2.766
H 1.352 -2.038 0.143
H -1.420 -3.988 -1.455
H -1.589 -3.203 0.095
H 0.434 -5.450 -0.449
H -1.125 -5.662 0.298
H -0.483 -4.136 2.151
H 1.100 -3.913 1.449
H -0.026 -6.608 2.386
H 1.192 -5.655 3.228
H 1.562 -6.377 1.665
N -2.900 -0.669 1.605
C -3.796 -0.237 1.029
C -4.899 0.291 0.278
C -6.018 0.803 0.929
C -7.077 1.280 0.176
C -7.020 1.239 -1.211
C -5.902 0.729 -1.854
C -4.831 0.254 -1.115
H -6.050 0.824 2.010
H -7.952 1.678 0.673
H -7.856 1.603 -1.793
H -5.860 0.702 -2.935
H -3.950 -0.141 -1.604

***

Entry 3:
C35H33Br47N3O2 | wB97M-V/def2-TZVPD

Output
- Energy: -3337364.147 eV
- Max |F|: 0.19021 hartree/bohr
- Net charge: -1

Cartesian coordinates (Å):
C -1.363 -6.242 0.632
C -0.246 -5.745 -0.101
C 1.014 -4.943 -0.854
C 2.009 -4.447 0.351
C 2.290 -2.816 0.374
C 0.994 -1.950 0.980
N -0.305 -2.698 1.091
C -1.339 -1.736 1.603
C -2.891 -2.340 1.757
C -4.165 -1.414 2.267
C -3.942 0.166 2.652
N -5.156 0.972 3.080
C -5.822 1.249 1.880
C -5.448 2.556 0.919
C -7.023 0.258 1.283
C -2.411 0.768 2.513
C -2.077 2.367 2.873
O -2.631 3.409 2.244
O -1.061 2.649 3.928
C -1.136 -0.170 1.994
N 0.198 0.511 1.871
C 1.281 -0.393 1.354
C 2.784 0.294 1.138
Br 4.434 -0.203 2.152
C 2.868 1.385 0.130
C 1.617 1.970 -0.770
Br 4.669 2.281 -0.176
H -2.068 -6.462 1.570
H 1.520 -5.648 -1.640
H 0.512 -4.031 -1.400
H 3.066 -4.961 0.140
H 1.650 -4.858 1.392
H 2.609 -2.370 -0.660
H 3.217 -2.669 1.112
H -3.116 -3.451 1.465
H -5.267 -1.847 2.347
H -4.356 2.356 0.486
H -6.180 2.583 -0.021
H -5.471 3.565 1.527
H -7.486 -0.443 2.109
H -6.558 -0.405 0.418
H -7.830 0.958 0.802
H 1.977 2.188 -1.863
H 0.669 1.285 -0.792
H 1.276 2.977 -0.227
C -5.743 -2.471 -2.207
Br -4.633 -2.284 -0.620
Br -5.188 -1.262 -3.625
Br -5.826 -4.316 -2.819
H -6.760 -2.184 -1.921
C 1.272 0.700 -4.920
Br 1.813 2.504 -5.408
Br 2.528 -0.123 -3.684
Br -0.551 0.650 -4.242
H 1.288 0.102 -5.838
C 0.572 -1.812 5.542
Br 0.511 -0.292 6.755
Br 0.425 -1.260 3.683
Br 2.144 -2.917 5.847
H -0.303 -2.432 5.762
C 8.290 1.014 3.711
Br 7.466 2.361 4.847
Br 7.741 -0.785 4.207
Br 7.982 1.372 1.824
H 9.371 1.075 3.876
C 4.034 -5.309 -4.087
Br 2.805 -3.958 -4.756
Br 5.303 -4.567 -2.813
Br 3.092 -6.847 -3.357
H 4.614 -5.667 -4.944
C 0.594 6.297 -6.482
Br 0.390 6.673 -4.585
Br 0.069 7.814 -7.581
Br 2.388 5.679 -6.909
H -0.092 5.477 -6.721
C -1.741 6.715 2.369
Br -2.108 6.608 0.461
Br 0.081 7.297 2.724
Br -3.047 7.819 3.296
H -1.836 5.701 2.770
C 6.772 6.128 4.345
Br 7.272 7.998 4.547
Br 6.019 5.400 5.984
Br 5.593 5.854 2.822
H 7.693 5.572 4.141
C -3.766 -2.585 -7.586
Br -4.995 -1.234 -8.255
Br -2.497 -1.842 -6.313
Br -4.708 -4.122 -6.857
H -3.186 -2.942 -8.444
C -4.328 10.060 6.370
Br -3.828 11.929 6.571
Br -5.081 9.331 8.009
Br -5.507 9.786 4.847
H -3.407 9.503 6.166
C -6.586 -5.325 1.669
Br -6.736 -7.097 0.880
Br -4.734 -4.839 2.011
Br -7.503 -3.979 0.604
H -7.092 -5.363 2.640
C 5.861 5.544 -2.927
Br 5.983 3.620 -3.181
Br 4.210 6.268 -3.657
Br 6.111 6.046 -1.064
H 6.684 5.994 -3.492
C -10.610 -7.156 -0.903
Br -11.434 -5.809 0.233
Br -11.159 -8.955 -0.408
Br -10.918 -6.799 -2.790
H -9.529 -7.095 -0.739
C 11.557 4.106 1.834
Br 11.678 2.181 1.581
Br 9.905 4.829 1.105
Br 11.807 4.608 3.697
H 12.380 4.555 1.269
C 5.085 -9.249 -5.677
Br 5.754 -10.815 -6.618
Br 6.498 -8.331 -4.703
Br 4.126 -8.045 -6.866
H 4.365 -9.606 -4.934

***

Entry 4:
C4H6N2 | wB97M-V/def2-TZVPD

Output
- Energy: -7219.810 eV
- Energy above the lowest of the compared OMol25 structures with the same formula, charge and spin: 557.8 kJ/mol
- Max |F|: 0.01299 hartree/bohr
- Net charge: 0

Cartesian coordinates (Å):
N 0.298 0.399 -2.045
C 1.324 -0.033 -1.566
C 1.272 -0.747 -0.215
N -0.050 -0.564 0.370
C -1.079 -0.057 -0.398
C -0.533 0.782 0.682
H 1.453 -1.808 -0.416
H 2.048 -0.385 0.464
H -2.050 -0.537 -0.495
H -0.636 0.747 -2.204
H 0.090 1.629 0.379
H -0.993 0.890 1.665